[1]
Computed, not measured: 2 unconnected molecules or ions with the total composition C5H5BrFNO at a distorted geometry, with ωB97M-V/def2-TZVPD.

Cartesian coordinates (Å):
1 Br -0.2210 -0.9095 -4.3818
2 F 0.2194 1.1482 -0.4731
3 O 0.8970 0.0280 1.3071
4 N 1.3666 -0.9421 -0.6168
5 C 0.8698 -0.0255 0.0227
6 C 0.1889 -0.7944 -2.5870
7 C -1.6683 1.3550 3.2711
8 C 1.3373 -1.0167 -1.9999
9 C -1.6330 0.4446 2.5240
10 H 0.1959 0.6376 1.6041
11 H 2.0933 -1.5164 -2.4358
12 H -1.7089 2.3104 3.7021
13 H -0.5328 -0.1549 -2.1135
14 H -1.4043 -0.5643 2.1768

Results
LUMO level in eV: 0.71
Calculated total energy in eV: -81559.6086
Total charge: 0
Relative energy (zero: lowest compared OMol25 entry of this formula, charge and spin) in kcal per mole: 47.6

For each atom in turn, the natural (NBO) charge in e is:
1 Br 0.065
2 F -0.377
3 O -0.649
4 N -0.507
5 C 0.884
6 C -0.315
7 C -0.187
8 C -0.046
9 C -0.300
10 H 0.518
11 H 0.201
12 H 0.237
13 H 0.216
14 H 0.260


[2]
Computed, not measured: 2 unconnected molecules or ions with the total composition C4H8O3 at a distorted geometry, with ωB97M-V/def2-TZVPD.

Cartesian coordinates (Å):
1 O 0.9927 -0.6281 0.6759
2 O -0.8139 0.5336 -1.7191
3 O -2.3780 -1.7385 0.0327
4 C 2.1920 -1.1098 0.1252
5 C -1.2366 0.3901 -0.4506
6 C -1.5210 -0.9168 -0.0457
7 C -1.1450 1.5343 0.4940
8 H -1.0050 1.1856 1.5174
9 H -0.0077 -1.1879 0.5397
10 H 2.1045 -1.2855 -0.9550
11 H 2.4874 -2.0426 0.6233
12 H -2.0772 2.1093 0.4429
13 H 2.9970 -0.3770 0.2750
14 H -0.2884 1.3459 -1.8125
15 H -0.3008 2.1875 0.2567

Results
LUMO level (spin up / spin down) in eV: 0.24 / 0.24
Calculated total energy in eV: -10416.4722
Total charge: 0
Relative energy (zero: lowest compared OMol25 entry of this formula, charge and spin) in kcal per mole: 104.5

For each atom in turn, the natural (NBO) charge in e is:
1 O -0.795
2 O -0.630
3 O -0.453
4 C -0.238
5 C 0.260
6 C 0.401
7 C -0.668
8 H 0.258
9 H 0.437
10 H 0.152
11 H 0.160
12 H 0.235
13 H 0.173
14 H 0.488
15 H 0.222


[3]
Computed, not measured: a molecular structure, C30H39Ge2N3O8S3W at a distorted geometry, with ωB97M-V/def2-TZVPD.

Cartesian coordinates (Å):
1 W -0.3290 -0.6436 0.7860
2 Ge -0.7187 -1.1374 -1.6547
3 Ge -0.5926 1.6260 -0.3855
4 S -3.2962 0.7445 3.7924
5 S -0.7451 1.3145 2.3871
6 S -2.7068 -0.4430 1.1000
7 O -4.6909 -5.6258 3.4218
8 O -0.7587 -2.2512 6.6734
9 O -1.9508 -3.2093 -0.2007
10 O -0.0005 -2.5238 0.6272
11 O 1.4194 -0.4145 0.0980
12 O 0.3876 -1.1919 5.2000
13 O -4.2572 -5.1969 5.4912
14 O -0.3871 -1.2894 2.6533
15 N 2.1699 -1.3674 1.9796
16 N -0.4998 -1.9618 5.5223
17 N -4.0565 -5.0700 4.2987
18 C -0.1121 0.3292 -2.8252
19 C 3.5046 -1.6042 -0.1106
20 C -2.0668 4.0399 0.6774
21 C 1.1054 2.6029 0.2867
22 C 2.2798 -1.2297 0.6351
23 C -2.6899 -4.0408 2.5301
24 C -2.5426 -1.4228 -2.4810
25 C 4.5214 0.3012 1.3122
26 C -0.4862 5.1729 -3.5563
27 C -0.3856 5.0369 -4.9319
28 C 1.7306 3.7785 -0.4664
29 C -2.3180 0.5651 2.5086
30 C -2.9737 -4.1822 3.8811
31 C -1.2758 -2.5967 4.4756
32 C 2.4428 -0.1194 2.7597
33 C 4.7396 -1.0708 0.6475
34 C -2.2314 2.7967 -0.1961
35 C 1.2315 -2.4506 -3.5206
36 C -0.2950 2.7695 -3.2710
37 C -0.2864 1.5804 -2.3894
38 C -2.2443 -3.5157 4.8444
39 C 0.4202 -2.7050 -2.2507
40 C -1.2597 -2.9603 0.7628
41 C 3.9265 0.2271 2.7258
42 C -1.0621 -2.3120 3.1070
43 C -0.2538 3.7686 -5.4796
44 C -0.2106 2.6517 -4.6636
45 C -0.4533 4.0520 -2.7424
46 C -1.7079 -3.1505 2.1608
47 C -2.6596 -0.9019 -3.9117
48 H 2.7190 3.9933 -0.0500
49 H 1.8486 3.5614 -1.5270
50 H 5.4819 0.8121 1.3775
51 H 3.4212 -1.1631 -1.1034
52 H -0.5622 4.1527 -1.6732
53 H -2.7237 -2.4962 -2.4476
54 H 1.0932 -2.9644 -1.4289
55 H -0.2449 -3.5583 -2.3932
56 H 1.8367 -3.3254 -3.7706
57 H -0.4253 5.9087 -5.5721
58 H -2.9788 4.6404 0.6556
59 H -1.2411 4.6681 0.3345
60 H 0.9213 2.9098 1.3186
61 H -3.2264 -4.6040 1.7797
62 H -0.6006 6.1559 -3.1157
63 H -3.0389 2.1796 0.2033
64 H -1.8721 3.7617 1.7121
65 H -2.5100 3.0746 -1.2138
66 H -2.4266 -3.6952 5.8930
67 H 1.8519 1.8063 0.3058
68 H 4.4903 -0.5005 3.3183
69 H -0.1216 1.6718 -5.1132
70 H -1.8983 -1.3538 -4.5520
71 H 3.5749 -2.6892 -0.2282
72 H 1.8991 -1.5945 -3.3978
73 H -2.5359 0.1806 -3.9505
74 H 1.1310 4.6828 -0.3650
75 H -0.1957 3.6455 -6.5543
76 H 5.0473 -1.7977 1.4027
77 H -3.2991 -0.9531 -1.8463
78 H 2.7302 -2.1321 2.3456
79 H 4.0339 1.1981 3.2123
80 H 3.8814 0.9219 0.6755
81 H -3.6388 -1.1525 -4.3249
82 H 0.5739 -2.2452 -4.3664
83 H 2.0822 -0.2755 3.7715
84 H 5.5509 -1.0025 -0.0758
85 H 0.1331 0.1204 -3.8661
86 H 1.8633 0.6886 2.3212

Results
LUMO level in eV: -2.80
Calculated total energy in eV: -199948.3687
Total charge: 0
Relative energy (zero: lowest compared OMol25 entry of this formula, charge and spin) in kcal per mole: 89.2

For each atom in turn, the Mulliken charge in e is:
1 W -0.862
2 Ge 1.804
3 Ge 0.858
4 S -0.172
5 S -0.507
6 S -0.347
7 O -0.628
8 O -0.677
9 O -0.506
10 O -0.440
11 O -1.076
12 O -0.617
13 O -0.631
14 O 0.435
15 N 0.312
16 N 1.028
17 N 1.076
18 C -1.161
19 C -0.772
20 C -1.070
21 C 0.303
22 C -0.371
23 C -0.473
24 C -0.830
25 C -0.233
26 C -1.374
27 C -0.512
28 C -1.425
29 C 0.785
30 C -0.602
31 C -0.940
32 C 0.269
33 C -1.011
34 C -0.868
35 C -1.449
36 C 0.711
37 C 0.144
38 C -0.223
39 C -0.522
40 C -0.107
41 C -0.857
42 C 0.648
43 C -0.786
44 C -0.639
45 C 0.458
46 C 1.044
47 C -1.156
48 H 0.450
49 H 0.353
50 H 0.453
51 H 0.343
52 H 0.431
53 H 0.527
54 H 0.109
55 H 0.491
56 H 0.418
57 H 0.390
58 H 0.389
59 H 0.192
60 H 0.500
61 H 0.731
62 H 0.428
63 H 0.771
64 H 0.315
65 H 0.682
66 H 0.661
67 H -0.605
68 H 0.336
69 H 0.315
70 H 0.227
71 H 0.469
72 H 0.247
73 H 0.243
74 H 0.279
75 H 0.402
76 H 0.384
77 H 0.395
78 H 0.529
79 H 0.456
80 H -0.004
81 H 0.419
82 H 0.319
83 H 0.372
84 H 0.449
85 H 0.344
86 H -0.234


[4]
Computed, not measured: 9 unconnected molecules or ions with the total composition C64H141BF4N7O3 at a distorted geometry, with ωB97M-V/def2-TZVPD.

Cartesian coordinates (Å):
1 F 0.0116 0.2108 1.2399
2 F 1.2417 -1.1955 0.1779
3 F -1.0095 -1.7600 0.6273
4 F -0.5615 -0.2897 -0.9222
5 O -0.9489 -1.0407 4.1615
6 O -1.2268 -0.2722 6.2463
7 O 0.0005 0.7910 4.7906
8 N 3.5688 -4.4236 1.9950
9 N -2.9580 2.7078 1.1739
10 N 4.8601 3.1950 -4.5676
11 N -4.1301 -3.0013 6.3807
12 N 3.3916 1.5353 2.3515
13 N -2.1848 -3.5851 -2.7059
14 N -2.5414 3.1268 -5.7475
15 C -5.6374 -2.4651 -1.3284
16 C -2.1890 1.3217 -3.8713
17 C 6.9758 3.1611 -3.0970
18 C -4.1067 3.1536 -5.4615
19 C 6.0086 4.0526 -4.0157
20 C -5.2655 -2.7778 8.7428
21 C -2.7431 -3.3271 6.9457
22 C 0.6049 -3.7729 2.5276
23 C 3.3274 1.2973 0.7691
24 C 4.4729 -3.8682 -0.4865
25 C 4.9694 -2.7595 -1.4588
26 C -3.8982 3.9635 1.1908
27 C -1.0624 -4.3463 -1.9281
28 C 5.9597 1.0291 2.1708
29 C 3.0770 -3.6859 3.2607
30 C -1.7369 -2.2013 -3.2924
31 C -3.3357 -3.3782 3.9377
32 C -3.3995 -3.5055 -1.7891
33 C -5.1731 -3.5735 7.3611
34 C -4.4860 0.6763 2.8946
35 C -0.7532 -0.1579 5.1499
36 C 3.9928 -3.3605 0.8976
37 C -2.3500 2.0717 -6.8423
38 C -4.3568 -1.4815 6.2389
39 C -1.7334 3.0169 0.2980
40 C -0.3272 6.0466 -7.2735
41 C 5.4381 1.9558 -5.3288
42 C 5.7628 0.6920 0.6225
43 C -0.3479 -2.0375 -3.7694
44 C 4.8549 2.0602 2.7460
45 C 2.4759 -5.3877 1.5031
46 C -0.6370 4.9425 -6.3220
47 C -4.4113 -0.7392 7.5887
48 C -0.8387 4.2040 0.6505
49 C -1.7999 2.7246 -4.4697
50 C 2.9907 0.2882 3.1649
51 C 0.4254 4.2291 -0.0853
52 C 4.3141 0.2688 0.3034
53 C -3.4713 -4.1766 2.6114
54 C 4.8231 -5.2903 2.3368
55 C 2.4175 3.1222 4.0876
56 C 0.6742 -2.8676 -2.9680
57 C 3.8810 2.7704 -3.4636
58 C 2.6931 1.8997 -3.9635
59 C -2.4867 -4.4943 -3.8854
60 C -3.6459 1.9148 3.4542
61 C -4.6666 1.7650 -4.9412
62 C 1.4634 4.3588 4.2837
63 C -4.3401 -3.8194 5.0373
64 C 1.1189 -4.6368 1.2877
65 C -3.7470 1.4781 0.5891
66 C 1.7242 -2.9184 3.0471
67 C 4.1302 4.0570 -5.6520
68 C -3.7165 1.3170 -3.7486
69 C 0.2150 -4.2839 -2.7343
70 C 2.3785 2.6608 2.6212
71 C 1.8538 1.6737 -2.7252
72 C 7.4527 1.8139 -3.7119
73 C -4.8530 0.9716 1.4611
74 C -2.1316 4.5263 -6.3331
75 C 6.2528 1.0988 -4.3162
76 C -4.4970 -2.5308 -2.3285
77 C -5.4826 -1.1705 8.5712
78 C -2.5039 2.3004 2.5849
79 B -0.1032 -0.7905 0.2773
80 H -3.9217 2.0475 -2.9661
81 H -0.7409 2.7724 -4.7233
82 H 1.3088 -3.9614 0.4535
83 H 4.2125 0.2083 -0.7801
84 H 1.4666 -2.4312 3.9875
85 H 8.2227 2.0145 -4.4569
86 H 4.7014 1.3185 -5.8179
87 H -6.1667 -3.4153 -1.2570
88 H -0.1660 -0.9630 -3.7440
89 H 3.5134 2.2619 0.2970
90 H -6.3222 -1.6584 -1.5898
91 H -3.4302 -2.3195 3.6960
92 H 4.0743 -0.6628 0.8160
93 H -4.6882 -2.6762 -3.3917
94 H 7.8096 3.7521 -2.7180
95 H 3.4995 4.7621 -5.1107
96 H 1.6591 -2.7148 -3.4093
97 H 5.1913 -5.7963 1.4444
98 H -2.4952 -4.3884 6.9286
99 H -4.1352 0.3860 -3.3666
100 H 3.0944 -2.7484 0.8186
101 H 5.3518 -3.2345 -2.3622
102 H 3.3888 3.4421 -6.1622
103 H -0.3192 -3.1963 2.4872
104 H -5.3410 0.0594 1.1179
105 H -0.6366 4.1963 1.7216
106 H -3.0760 -3.3174 -0.7654
107 H -6.0377 -3.2773 9.3279
108 H 2.1082 -0.0031 2.5952
109 H 6.1480 2.4132 -6.0180
110 H 3.8620 -0.3471 3.0059
111 H -3.7790 -4.5253 -1.8535
112 H 5.5133 -4.5064 2.6485
113 H -4.5083 -4.1104 2.2823
114 H 2.0627 2.3347 -4.7391
115 H 0.6387 3.1707 -0.2351
116 H -2.8491 -3.6693 1.8741
117 H -3.0886 -5.1916 2.7189
118 H 2.9864 -4.4437 4.0389
119 H -2.6478 -2.9919 7.9784
120 H 1.0669 -4.6191 -2.1427
121 H 4.4318 2.3147 -2.6407
122 H -4.7366 1.0119 -5.7261
123 H 3.4820 3.6569 -2.9709
124 H -1.9268 3.4595 -3.6747
125 H 3.6398 -4.4229 -0.9183
126 H 5.5831 0.6426 -3.5872
127 H 2.9892 0.9095 -4.3100
128 H -4.5769 0.3007 7.3071
129 H 1.4060 2.2128 2.4173
130 H 5.7305 -2.0994 -1.0427
131 H 6.0549 1.6112 0.1148
132 H -4.2579 -4.9017 5.1373
133 H 2.1795 2.3210 4.7874
134 H 2.6422 3.5048 1.9838
135 H -2.1902 3.0307 -0.6915
136 H 2.8906 -5.9485 0.6655
137 H -5.6356 1.7303 1.4717
138 H -3.9666 -1.5788 -2.3041
139 H 0.8341 -2.3804 -2.0061
140 H 4.8990 2.0836 3.8349
141 H -3.5414 -4.3834 -4.1370
142 H 0.0961 4.1783 -6.5801
143 H -2.4970 -5.5493 -3.6115
144 H -6.1114 -3.6747 6.8158
145 H 1.0910 0.9469 -3.0046
146 H -5.6697 1.9569 -4.5604
147 H -5.3255 -3.5494 4.6577
148 H -4.1185 4.2826 0.1721
149 H -5.3543 0.3772 3.4817
150 H 1.3156 2.5235 -2.3051
151 H -6.5141 -1.1152 8.2231
152 H -3.5255 -1.1606 5.6112
153 H 5.2673 -4.6129 -0.4369
154 H 0.1850 4.8416 -0.9543
155 H -3.5321 4.7742 1.8207
156 H -3.8888 -0.2317 2.9775
157 H -2.5202 4.6618 -7.3424
158 H 1.8744 -2.0919 2.3524
159 H -2.0061 -2.6902 6.4565
160 H 6.4106 -0.0821 0.2111
161 H 3.9375 -3.0706 3.5237
162 H -4.0659 1.7236 -0.4239
163 H -4.2684 3.9737 -4.7619
164 H 1.6744 4.9744 5.1580
165 H 0.6559 6.3691 -6.9309
166 H -4.6346 3.4681 -6.3618
167 H 6.6225 0.1924 -4.7956
168 H 7.9679 1.1610 -3.0073
169 H 2.4399 1.3224 -1.8760
170 H -1.3739 5.1458 0.5291
171 H 1.6618 5.0468 3.4619
172 H 1.2509 4.7580 0.3909
173 H -0.5786 -0.4831 3.4733
174 H -3.0785 2.4858 -7.5394
175 H 2.3451 -6.0968 2.3206
176 H -2.4406 1.0243 -6.5543
177 H -5.2356 -1.3327 5.6115
178 H 2.8346 0.4972 4.2232
179 H -0.7752 7.0379 -7.2047
180 H 0.3916 -5.3895 0.9835
181 H -4.3948 -2.9203 9.3828
182 H -5.4949 -0.6562 9.5322
183 H 2.3387 0.9498 0.4691
184 H 0.3158 -4.4030 3.3688
185 H -4.2562 2.7669 3.7534
186 H -1.3390 2.2661 -7.2002
187 H -1.8742 -4.1288 -4.7096
188 H -1.3304 2.0047 0.3330
189 H -3.4172 -0.8302 8.0265
190 H 4.8614 3.0388 2.2660
191 H -4.9123 3.8166 1.5624
192 H -2.2936 -3.5574 4.2023
193 H 4.1168 -2.1274 -1.7071
194 H -1.4061 -5.3740 -1.8105
195 H 0.0129 -4.9044 -3.6074
196 H 6.4784 2.9729 -2.1456
197 H 6.0562 0.1394 2.7931
198 H 5.4489 4.7239 -3.3644
199 H -2.5624 -1.9391 -3.9541
200 H 3.4364 3.4222 4.3327
201 H -2.6858 5.1757 -5.6555
202 H 4.8069 -2.9122 1.4671
203 H -2.9840 0.7210 0.4080
204 H -1.9677 3.0758 3.1321
205 H 6.5211 4.5743 -4.8240
206 H 0.4423 3.9838 4.2152
207 H 6.9370 1.4629 2.3823
208 H -1.6970 1.5781 2.4609
209 H -1.7048 -1.6035 -2.3815
210 H -4.9833 -4.6262 7.5705
211 H -0.3472 5.7189 -8.3129
212 H -1.6527 0.5161 -4.3727
213 H -1.7055 1.2303 -2.8987
214 H -0.4202 5.2994 -5.3151
215 H -0.2871 -2.3483 -4.8124
216 H -0.8445 -3.8323 -0.9919
217 H 4.7874 4.5404 -6.3748
218 H -3.2794 1.5875 4.4271
219 H -5.4122 -2.2670 -0.2805
220 H 4.7149 -5.8511 3.2652

Results
LUMO level (spin up / spin down) in eV: -6.45 / -6.64
2S+1: 2
Calculated total energy in eV: -96742.4459
Total charge: +4
Relative energy (zero: lowest compared OMol25 entry of this formula, charge and spin) in kcal per mole: 0.0

Atom charges from the Mulliken analysis, given in e for atoms 1 to 99:
1 F 0.257
2 F 0.260
3 F -0.428
4 F -0.140
5 O 0.653
6 O -0.669
7 O -0.615
8 N 0.193
9 N 0.875
10 N 0.619
11 N 0.394
12 N 0.938
13 N 0.627
14 N 0.727
15 C -1.496
16 C 2.510
17 C -0.159
18 C -0.895
19 C -0.639
20 C -0.908
21 C -0.776
22 C -0.121
23 C 0.313
24 C -0.672
25 C -1.138
26 C -1.039
27 C 0.001
28 C -1.234
29 C -1.399
30 C -0.382
31 C 1.731
32 C -0.663
33 C -0.606
34 C -0.149
35 C -0.051
36 C 0.921
37 C -1.088
38 C 0.028
39 C 0.247
40 C -1.545
41 C -0.759
42 C -0.743
43 C -1.071
44 C -0.753
45 C -1.340
46 C 0.004
47 C -0.790
48 C -0.547
49 C -0.860
50 C -0.855
51 C -0.848
52 C 1.589
53 C -1.418
54 C -0.975
55 C -0.650
56 C 0.947
57 C -0.950
58 C -0.125
59 C -0.983
60 C -1.461
61 C -1.095
62 C -1.213
63 C -1.353
64 C 0.689
65 C 0.345
66 C 1.404
67 C -1.156
68 C 0.129
69 C -1.288
70 C 0.152
71 C 1.501
72 C -0.883
73 C -1.100
74 C -0.637
75 C -0.117
76 C 0.678
77 C -0.824
78 C 0.556
79 B -0.471
80 H -0.077
81 H -0.415
82 H -0.829
83 H 0.459
84 H 0.657
85 H 0.320
86 H 0.478
87 H 0.455
88 H 0.174
89 H 0.511
90 H 0.450
91 H -0.601
92 H -1.677
93 H 0.445
94 H 0.496
95 H 0.402
96 H 0.708
97 H 0.368
98 H 0.326
99 H 0.059


- What is the calculated total energy in the first record?
  -81559.6086 eV